C6H17BN2S | ωB97M-V/def2-TZVPD

## Properties
- maximum force (eV/Å) = 3.879
- 2S+1 = 1
- HOMO energy (Eh) = -0.2791
- LUMO energy (eV) = 0.628
- ΔE to the lowest compared entry with this formula, charge and spin (kcal/mol) = 20.4

CARTESIAN COORDINATES (ANGSTROEM)
B (0.802, 0.246, -0.368)
C (-0.985, -1.778, -2.852)
C (-2.051, 0.287, 0.708)
C (-0.547, -1.018, 2.039)
C (0.959, 2.178, 1.244)
C (2.647, 1.892, -0.432)
C (0.067, -2.084, -1.805)
N (-0.967, -0.651, 0.716)
N (1.415, 1.369, 0.133)
S (1.324, -0.748, -1.727)
H (-1.668, -2.621, -2.945)
H (-1.557, -0.900, -2.559)
H (-0.525, -1.591, -3.821)
H (-2.956, -0.220, 1.069)
H (-1.904, 1.173, 1.349)
H (-2.234, 0.626, -0.310)
H (0.336, -1.653, 1.974)
H (-0.324, -0.169, 2.705)
H (-1.354, -1.595, 2.510)
H (1.754, 2.272, 1.990)
H (0.687, 3.182, 0.899)
H (0.093, 1.723, 1.709)
H (3.420, 1.928, 0.341)
H (2.986, 1.252, -1.242)
H (2.490, 2.905, -0.813)
H (0.620, -2.991, -2.049)
H (-0.377, -2.146, -0.812)

Atomic forces in eV per Å
-2.626 -1.290 2.012
0.105 -0.007 0.107
-0.123 0.036 0.112
-0.048 0.040 -0.003
-0.230 -0.003 0.134
0.056 -0.056 -0.132
0.102 0.114 0.005
2.983 1.363 -2.072
0.049 0.244 0.170
0.018 -0.441 -0.378
-0.102 -0.073 -0.039
-0.053 0.052 -0.030
-0.049 0.023 -0.097
-0.113 0.081 0.023
-0.052 0.029 -0.002
-0.121 0.063 -0.030
0.022 -0.052 0.128
0.022 -0.011 0.072
0.021 -0.039 0.148
-0.048 0.004 -0.025
0.045 -0.054 0.044
-0.054 -0.023 0.030
-0.007 -0.004 -0.070
0.097 0.059 -0.056
0.037 -0.031 -0.026
-0.002 0.034 0.050
0.072 -0.056 -0.075

Results of the natural (NBO) charge analysis, in e, for atoms 1 through 8:
1 B 0.7562
2 C -0.6141
3 C -0.4183
4 C -0.4221
5 C -0.3908
6 C -0.3934
7 C -0.4934
8 N -0.6123

C15H40O5 | ωB97M-V/def2-TZVPD

## Properties
- maximum force (eV/Å) = 2.973
- 2S+1 = 1
- HOMO energy (Eh) = -0.3493
- LUMO energy (eV) = 0.610
- ΔE to the lowest compared entry with this formula, charge and spin (kcal/mol) = 54.0
- SMILES string = CC(C)O.CC(C)O.CC(C)O.CC(C)O.CC(C)O

CARTESIAN COORDINATES (ANGSTROEM)
C (1.965, 1.564, -0.838)
C (3.129, 0.594, -1.201)
C (3.346, -0.471, -0.179)
O (2.868, 0.034, -2.413)
H (0.992, 1.074, -0.811)
H (1.888, 2.332, -1.608)
H (2.047, 2.028, 0.144)
H (4.017, 1.221, -1.279)
H (3.472, -1.444, -0.654)
H (2.480, -0.601, 0.470)
H (4.216, -0.221, 0.428)
H (3.523, -0.658, -2.532)
C (-1.343, -4.298, -0.902)
C (-0.217, -3.586, -0.163)
C (-0.567, -2.110, -0.205)
O (-0.175, -3.915, 1.186)
H (-2.344, -4.126, -0.507)
H (-1.095, -5.359, -0.877)
H (-1.262, -3.915, -1.919)
H (0.763, -3.673, -0.632)
H (-1.577, -1.747, -0.015)
H (-0.135, -1.754, -1.141)
H (-0.048, -1.547, 0.571)
H (0.456, -3.326, 1.605)
C (-2.756, 4.229, 1.301)
C (-1.516, 3.237, 1.452)
C (-1.794, 1.883, 0.790)
O (-0.453, 3.804, 0.695)
H (-2.510, 5.249, 1.594)
H (-3.684, 3.878, 1.754)
H (-2.960, 4.261, 0.231)
H (-1.264, 3.122, 2.506)
H (-2.328, 1.248, 1.497)
H (-0.873, 1.322, 0.635)
H (-2.293, 1.826, -0.177)
H (-0.220, 4.611, 1.161)
C (-2.667, 1.007, -3.066)
C (-1.335, 1.423, -3.676)
C (-0.574, 0.238, -4.334)
O (-1.445, 2.375, -4.720)
H (-3.294, 1.856, -2.795)
H (-2.476, 0.296, -2.263)
H (-3.383, 0.400, -3.620)
H (-0.741, 1.842, -2.863)
H (-1.134, -0.133, -5.192)
H (-0.439, -0.620, -3.675)
H (0.416, 0.477, -4.722)
H (-2.274, 2.852, -4.649)
C (2.287, -1.456, 4.483)
C (1.071, -1.869, 3.721)
C (0.226, -0.643, 3.495)
O (1.600, -2.365, 2.555)
H (2.748, -0.571, 4.044)
H (3.100, -2.156, 4.672)
H (1.919, -1.148, 5.462)
H (0.497, -2.584, 4.311)
H (-0.280, -0.257, 4.380)
H (-0.600, -0.882, 2.825)
H (0.723, 0.141, 2.924)
H (2.307, -2.990, 2.733)

Atomic forces in eV per Å
0.160 -0.397 -0.389
-0.740 2.028 1.620
-0.019 -0.426 1.096
-0.656 -0.777 -2.242
0.052 -0.455 -0.177
0.079 0.142 0.106
0.452 0.069 -0.063
0.352 0.152 0.073
0.348 -0.049 -0.010
-0.016 0.062 0.147
-0.027 -0.299 0.192
-0.051 -0.091 -0.358
1.448 -0.680 -0.088
-2.014 1.917 0.622
1.211 1.459 -0.319
-0.281 -1.793 0.626
0.261 0.148 0.201
-0.415 -0.197 -0.287
-0.359 -0.292 -0.197
0.052 -0.524 -0.284
-0.441 -0.781 -0.569
-0.544 0.627 -0.275
0.631 -0.153 0.063
0.258 0.236 0.302
0.829 -1.151 -0.513
-1.814 0.676 -1.616
0.275 -0.818 0.950
0.297 0.085 0.562
-0.011 -0.100 0.341
0.184 0.027 0.398
0.041 0.077 -0.112
0.216 -0.151 0.039
-0.431 0.024 -0.040
0.372 0.274 0.083
-0.218 0.743 0.113
0.279 0.259 -0.202
-0.495 -0.670 -0.091
0.331 -1.216 -0.856
-0.295 -0.180 0.239
-0.235 0.383 -0.193
0.367 0.206 0.673
0.118 0.583 0.675
0.440 0.003 -1.163
0.180 0.093 0.079
-0.272 0.148 -0.005
-0.051 0.112 0.324
-0.039 0.463 0.252
-0.015 0.064 0.122
0.230 1.275 2.153
1.128 0.890 1.755
-1.240 -0.040 -1.399
-0.510 -0.905 -2.785
-0.074 -0.003 -0.232
-0.322 -0.563 -0.276
0.338 0.171 0.375
-0.145 -0.431 -0.236
0.527 -0.026 0.212
-0.239 -0.363 -0.052
0.490 0.124 0.442
0.022 0.013 0.192

Results of the natural (NBO) charge analysis, in e, for atoms 1 through 8:
1 C -0.6200
2 C 0.0921
3 C -0.6324
4 O -0.7046
5 H 0.2039
6 H 0.2177
7 H 0.2135
8 H 0.1377

C4H30N2O11S | ωB97M-V/def2-TZVPD

## Properties
- maximum force (eV/Å) = 13.362
- 2S+1 = 1
- HOMO energy (Eh) = -0.3403
- LUMO energy (eV) = 0.050
- ΔE to the lowest compared entry with this formula, charge and spin (kcal/mol) = 99.1
- SMILES string = NC[C@@H](CS)NC=O.O.O.O.O.O.O.O.O.O.O

CARTESIAN COORDINATES (ANGSTROEM)
O (2.422, -2.881, 0.728)
C (1.182, -3.049, 0.945)
N (0.280, -2.424, 0.194)
C (0.568, -1.457, -0.917)
C (2.004, -1.711, -1.636)
S (2.091, -0.625, -3.086)
C (0.345, -0.163, -0.212)
N (-0.809, 0.615, -0.733)
H (0.738, -3.932, 1.463)
H (-0.777, -2.515, 0.403)
H (-0.218, -1.534, -1.610)
H (2.794, -1.495, -1.009)
H (2.032, -2.755, -1.915)
H (1.066, 0.110, -2.811)
H (0.020, -0.310, 0.748)
H (1.249, 0.556, -0.144)
H (-0.605, 1.567, -0.467)
H (-1.006, 0.490, -1.749)
H (-1.910, 1.145, 1.334)
H (-1.815, 0.195, 2.441)
O (-2.495, 0.721, 2.037)
H (1.421, 0.662, 2.130)
H (0.717, -0.751, 2.472)
O (0.764, 0.319, 2.527)
H (-2.614, 4.035, -1.316)
H (-3.999, 3.555, -1.709)
O (-3.424, 4.270, -1.432)
H (-2.953, -3.183, 1.502)
H (-3.008, -2.068, 0.487)
O (-2.617, -2.895, 0.610)
H (5.408, -1.120, 0.096)
H (4.002, -1.654, 0.382)
O (4.637, -0.872, 0.539)
H (2.984, 0.006, 0.780)
H (3.500, 0.908, 1.917)
O (2.913, 0.957, 1.176)
H (-2.555, -1.671, -1.847)
H (-3.034, -0.612, -2.757)
O (-2.287, -1.106, -2.529)
H (1.497, 3.618, 1.340)
H (2.128, 2.628, 0.597)
O (1.782, 3.472, 0.443)
H (-2.989, 0.204, -0.182)
H (-3.269, -0.343, 1.045)
O (-3.570, -0.511, 0.136)
H (-1.142, 4.209, 0.531)
H (-0.295, 3.721, -0.689)
O (-1.152, 3.673, -0.256)

Atomic forces in eV per Å
-2.042 -0.427 1.724
2.044 -0.587 -2.644
-2.187 -0.534 -0.437
2.499 -1.006 1.829
-3.792 0.420 -0.231
1.210 -0.835 -0.656
1.082 3.670 -2.224
-0.039 -0.043 -0.830
0.509 0.774 0.600
1.985 -0.331 -0.270
-0.781 -0.671 -1.192
1.262 0.461 1.063
0.107 -0.154 -0.255
-1.100 0.818 0.327
-0.012 -0.705 1.929
-1.204 -1.449 -0.447
-0.404 0.388 -0.603
0.409 0.377 1.199
-1.219 -0.344 0.914
0.553 -0.439 0.958
1.374 1.242 -1.026
7.927 3.156 -4.921
0.920 4.305 0.047
-9.216 -7.570 6.025
7.852 -2.812 1.226
0.420 -0.080 0.067
-8.732 2.982 -1.397
0.563 0.194 -1.415
-1.350 2.751 -0.869
0.995 -3.322 2.154
1.967 -0.489 -1.120
1.344 1.181 0.688
-3.058 -1.512 0.584
0.191 2.747 0.874
0.891 0.019 0.606
-0.581 -2.005 -1.348
-0.768 -1.287 1.701
-1.832 1.105 -0.553
2.387 0.047 -1.403
-0.468 0.864 0.545
1.445 -2.576 -0.416
-0.964 1.752 -0.224
-0.021 -0.421 -1.080
-0.707 -0.014 0.713
0.041 0.394 -0.397
0.255 0.338 0.221
0.446 0.295 0.407
-0.198 -0.665 -0.445

Results of the natural (NBO) charge analysis, in e, for atoms 1 through 8:
1 O -0.7232
2 C 0.4915
3 N -0.6114
4 C -0.0700
5 C -0.4822
6 S -0.0233
7 C -0.2619
8 N -0.9149